C44H43BaClIN8O8S as an isolated structure in a non-equilibrium geometry. Source: the OMol25 dataset; level of theory: ωB97M-V/def2-TZVPD.

```
107
Properties=species:S:1:pos:R:3:forces:R:3:mulliken_charge:R:1
Ba 0.35944 -0.26137 0.59989 1.55 2.94 1.13 1.81
C 3.68623 1.54410 1.28677 -0.04 -0.02 0.02 -0.95
N 2.73184 1.13619 2.30665 0.11 0.00 0.09 1.22
C 3.34022 0.12768 3.16254 -0.01 -0.04 -0.04 -1.15
C 2.30438 2.26735 3.11749 -0.17 0.13 -0.13 -1.11
C 1.41506 3.24578 2.35824 0.17 -0.20 0.11 -1.15
N 0.14450 2.66380 1.94181 -0.04 0.14 -0.07 1.26
C -0.81739 2.69777 3.03459 0.02 -0.06 0.01 -1.37
C -0.39725 3.39128 0.80173 -0.01 -0.03 0.01 -1.25
H 4.55648 2.06020 1.72799 -0.02 0.05 -0.03 0.33
H 3.21171 2.19564 0.55457 0.03 0.06 -0.04 0.11
H 4.03491 0.66218 0.75729 0.01 -0.01 0.00 0.15
H 4.22456 0.51767 3.69342 0.00 0.01 0.01 0.40
H 3.64417 -0.72499 2.55927 0.00 -0.06 -0.01 0.14
H 2.61499 -0.21656 3.89804 -0.01 -0.05 0.03 0.26
H 3.17852 2.82633 3.50057 -0.03 -0.05 0.05 0.35
H 1.76290 1.87774 3.98181 0.01 0.01 0.02 0.40
H 1.94703 3.57984 1.46646 -0.03 0.08 0.01 0.48
H 1.25078 4.12774 3.00070 0.01 0.04 -0.11 0.37
H -1.01493 3.73009 3.36674 0.02 0.00 0.01 0.38
H -0.45223 2.12174 3.88271 -0.02 -0.02 0.05 0.28
H -1.75435 2.25452 2.70740 -0.04 0.00 0.04 0.29
H -0.59159 4.44948 1.04470 -0.02 0.00 -0.02 0.39
H -1.32625 2.92446 0.47776 -0.06 -0.01 -0.02 0.31
H 0.30470 3.33862 -0.02935 0.05 0.00 -0.06 0.18
O -2.76415 -0.09255 -2.31964 0.05 -0.03 -0.07 -0.82
C -2.11778 -0.49404 -1.34971 -0.86 -0.37 -0.85 0.47
O -1.58444 0.18741 -0.43787 -2.33 0.66 -1.02 -0.75
C -1.93700 -2.01238 -1.23068 -0.14 0.01 -0.22 0.27
C -2.89526 -2.88382 -1.73658 -0.06 0.04 -0.02 -0.85
C -2.68817 -4.24719 -1.62528 0.11 0.08 0.08 -0.38
C -1.51150 -4.69425 -1.04014 -0.02 0.02 -0.02 -0.99
C -0.60451 -3.75359 -0.58065 0.07 -0.24 0.01 -0.39
N -0.81412 -2.44349 -0.65814 -0.14 -0.04 -0.18 0.57
H -3.78066 -2.47557 -2.20150 0.01 0.05 -0.02 0.53
H -3.42717 -4.95022 -1.98783 0.00 0.00 -0.01 0.43
H -1.29953 -5.74880 -0.93746 0.03 -0.02 0.03 0.47
H 0.33180 -4.06028 -0.12975 0.00 -0.04 0.05 0.35
Cl 5.41419 -5.97852 -0.14750 0.04 -0.04 -0.05 -0.30
C 4.23773 -4.76938 0.29702 -0.10 -0.25 0.30 0.65
C 3.32601 -5.05960 1.28074 0.34 -0.08 -0.31 -0.37
C 2.38566 -4.11019 1.65822 -0.67 0.39 0.39 -0.07
I 0.94053 -4.56728 3.12180 0.29 -0.01 -0.20 0.00
C 2.30737 -2.81708 1.11628 0.51 -1.00 0.20 -0.12
O 1.45946 -1.94906 1.48733 1.56 -2.41 1.26 -0.32
C 3.28565 -2.53743 0.08150 0.26 -0.34 0.03 -0.44
N 3.25406 -1.30301 -0.45553 -0.10 0.33 -0.07 0.56
C 4.11669 -0.98492 -1.38702 0.01 0.02 0.11 -0.35
C 5.08138 -1.87724 -1.88143 0.06 -0.16 0.03 -1.20
C 5.14458 -3.13631 -1.35077 0.04 0.13 0.02 -1.07
C 4.24538 -3.50867 -0.32880 -0.23 0.18 0.01 0.21
H 3.34338 -6.02366 1.76794 0.00 -0.05 -0.03 0.47
H 4.05907 0.02758 -1.77165 0.00 0.04 -0.05 0.51
H 5.75704 -1.56396 -2.66551 0.03 0.01 0.00 0.45
H 5.88719 -3.85088 -1.67953 -0.02 0.01 -0.05 0.43
C -1.72992 0.12346 -5.75663 -0.15 -0.16 0.16 -0.89
O -1.06652 1.32330 -5.38973 0.09 0.15 0.15 -0.17
C -0.61806 2.12331 -6.36472 0.11 0.33 0.02 0.94
C -0.70776 1.82105 -7.71945 -0.02 -0.08 0.04 -0.66
C -0.28414 2.72621 -8.67869 -0.01 0.03 -0.05 -0.70
C 0.19803 3.96761 -8.30812 0.00 0.06 -0.11 -0.72
C 0.32242 4.27104 -6.96177 0.07 -0.13 0.09 -0.19
C -0.02579 3.35098 -5.98489 0.15 -0.19 -0.32 -0.18
N 0.19975 3.68446 -4.62233 -0.14 -0.06 0.42 0.05
C 0.66270 2.88963 -3.63567 0.13 -0.22 -0.32 -0.51
C 1.38591 1.72579 -3.78757 -0.17 0.23 0.18 0.11
C 2.03588 1.34929 -5.00362 -0.02 -0.27 -0.28 -0.25
C 2.42397 0.07059 -5.22447 0.05 0.40 -0.23 -0.93
C 2.12429 -0.92700 -4.25199 -0.22 0.01 0.32 -0.58
C 1.59169 -0.59778 -3.05023 -0.04 -0.41 -0.02 -0.40
C 1.35225 0.77717 -2.66973 0.01 0.46 -0.11 0.33
O 1.10980 1.11174 -1.49666 0.18 0.25 -0.65 -0.27
H -2.14351 -0.26879 -4.82996 0.07 -0.04 0.02 -0.01
H -1.02781 -0.59061 -6.20028 -0.03 0.06 0.04 0.40
H -2.54733 0.32524 -6.45525 0.05 0.01 0.02 0.46
H -1.11810 0.86958 -8.02332 0.03 0.01 -0.02 0.44
H -0.34385 2.45203 -9.72289 -0.04 0.03 -0.04 0.39
H 0.50170 4.68585 -9.05657 -0.01 0.03 0.00 0.38
H 0.72458 5.22852 -6.65646 0.08 0.00 0.04 0.43
H -0.18052 4.57266 -4.33616 -0.10 -0.08 0.08 0.31
H 0.39081 3.19195 -2.63189 -0.06 0.01 0.04 0.39
H 2.23802 2.11041 -5.74537 -0.05 0.01 -0.05 0.56
H 2.93438 -0.19786 -6.13877 0.03 -0.01 -0.01 0.45
H 2.34849 -1.96102 -4.48307 -0.02 -0.06 0.07 0.51
H 1.38104 -1.34482 -2.29579 0.05 -0.09 -0.07 0.60
O -3.98413 0.25000 9.90150 -0.01 -0.23 0.14 -0.69
S -4.45029 -1.09417 9.57225 0.02 0.18 -0.03 1.17
O -3.39896 -2.07197 9.37354 -0.08 0.05 -0.08 -0.67
O -5.58410 -1.56540 10.34171 0.03 0.06 -0.11 -0.69
C -5.09661 -0.70230 7.90465 0.26 0.17 0.42 0.09
N -6.26914 -0.07890 7.84748 -0.37 0.00 0.09 -0.50
C -6.62981 0.39675 6.66923 0.08 -0.12 -0.07 -0.37
C -5.84098 0.27177 5.53517 0.15 -0.06 -0.03 -0.55
C -4.61653 -0.36858 5.70305 -0.47 0.08 0.38 0.52
N -4.26269 -0.85297 6.89153 0.21 -0.17 -0.38 -0.32
C -3.60712 -0.49060 4.62835 0.39 -0.01 -0.28 0.93
C -2.35209 -1.02532 4.92294 -0.12 0.03 -0.05 -1.01
C -1.37994 -1.04173 3.93677 -0.03 -0.04 0.17 -0.80
N -1.57384 -0.57408 2.70438 -0.05 -0.08 -0.01 0.78
C -2.78241 -0.09901 2.41321 -0.25 -0.01 0.03 -1.21
C -3.81902 -0.03675 3.32837 0.04 -0.07 0.14 -0.99
H -7.58291 0.91374 6.63321 -0.05 0.00 -0.07 0.41
H -6.16542 0.67284 4.58745 -0.01 0.06 -0.03 0.34
H -2.16698 -1.40450 5.91833 0.05 0.02 0.02 0.65
H -0.39451 -1.44481 4.14049 0.03 -0.04 0.01 0.47
H -2.91437 0.25324 1.39891 -0.04 0.04 -0.06 0.77
H -4.77187 0.36981 3.02191 -0.01 0.03 -0.03 0.30
```
Forces are in eV/Å.

Summary:
HOMO level, eV: -5.299
Calculated total energy, eV: -106783.3543
Charge: -1